#P
The following is a quantum chemistry calculation of the molecule C6H3NO, from the OMol25 dataset.

Values from the calculation:
frontier orbital gap	8.3	eV
E_LUMO	-1.60	eV
charge	0

Atoms and positions in Å:
O (-2.128, -1.589, -0.063)
N (-1.634, 2.145, -0.208)
C (-1.410, -0.572, 0.076)
C (3.601, 0.007, -0.082)
C (2.347, 0.099, -0.062)
C (0.066, -0.875, -0.055)
C (-1.674, 0.938, 0.117)
C (0.933, 0.173, 0.280)
H (4.597, -0.122, -0.214)
H (0.586, 1.128, 0.779)
H (0.093, -1.939, -0.247)

Population analysis type Löwdin, resulting atomic charges in e:
1 O 0.06
2 N 0.16
3 C -0.36
4 C 0.16
5 C -0.09
6 C -0.01
7 C -0.07
8 C -0.09
9 H -0.01
10 H 0.12
11 H 0.12

***

#Q
The following is a quantum chemistry calculation of a structure of composition C6H3NO, from the OMol25 dataset.

Values from the calculation:
frontier orbital gap	11.0	eV
E_LUMO	0.11	eV
charge	0

Atoms and positions in Å:
O (-0.021, 0.453, 1.679)
N (0.616, 2.792, -0.523)
C (2.251, -1.091, -0.454)
C (1.248, -0.550, -0.061)
C (0.069, 0.346, 0.285)
C (-1.135, -0.170, -0.325)
C (-2.259, -0.505, -0.599)
C (0.335, 1.680, -0.249)
H (-3.250, -0.785, -0.974)
H (-0.891, -0.379, 1.916)
H (3.036, -1.791, -0.694)

Population analysis type Löwdin, resulting atomic charges in e:
1 O -0.04
2 N 0.19
3 C 0.15
4 C -0.03
5 C -0.62
6 C -0.08
7 C 0.17
8 C -0.12
9 H 0.06
10 H 0.28
11 H 0.04

***

#R
The following is a quantum chemistry calculation of the molecule C6H3NO, from the OMol25 dataset.

Values from the calculation:
frontier orbital gap	8.5	eV
E_LUMO	-1.52	eV
charge	0

Atoms and positions in Å:
O (2.676, -1.352, -0.087)
N (0.497, -1.193, 0.016)
C (-3.016, -0.564, 0.032)
C (0.328, 1.136, -0.250)
C (1.726, -0.656, -0.128)
C (-0.397, -0.252, -0.181)
C (1.622, 0.838, 0.023)
C (-1.827, -0.585, -0.124)
H (0.025, 2.143, -0.036)
H (2.420, 1.515, 0.654)
H (-4.054, -1.030, 0.082)

Population analysis type Löwdin, resulting atomic charges in e:
1 O 0.16
2 N 0.15
3 C 0.12
4 C 0.01
5 C -0.54
6 C -0.20
7 C 0.00
8 C -0.05
9 H 0.09
10 H 0.18
11 H 0.08

***

Which structure above is the least stable one? #Q is the least stable one.